1.
The following is a DFT calculation (ωB97M-V with the def2-TZVPD basis set) of a molecular structure, C18H14CsN6.

Element x y z (Å)
Cs  0.261  0.190  -0.826
N  2.407  2.483  -4.921
C  2.898  3.466  -4.094
C  2.477  3.132  -2.845
N  1.745  1.968  -2.880
C  1.722  1.607  -4.142
C  1.047  0.413  -4.632
N  0.388  -0.423  -3.866
C  -0.084  -1.400  -4.713
C  0.292  -1.143  -5.992
N  1.021  0.022  -5.933
H  2.546  2.445  -5.915
H  3.482  4.286  -4.469
H  2.659  3.658  -1.924
H  -0.667  -2.229  -4.349
H  0.122  -1.660  -6.919
H  1.445  0.478  -6.721
C  -3.819  1.180  2.447
C  -2.833  1.036  1.463
N  -1.725  0.342  1.609
C  -1.522  -0.276  2.796
C  -2.451  -0.191  3.848
C  -3.622  0.560  3.649
C  -2.213  -0.853  5.097
C  -1.091  -1.569  5.288
C  -0.114  -1.684  4.245
C  1.060  -2.430  4.441
C  1.970  -2.520  3.424
C  1.683  -1.857  2.224
N  0.597  -1.150  2.002
C  -0.309  -1.054  3.002
H  -4.699  1.770  2.234
H  -2.986  1.527  0.506
H  -4.350  0.636  4.447
H  -2.958  -0.760  5.876
H  -0.899  -2.074  6.226
H  1.229  -2.922  5.390
H  2.891  -3.078  3.515
H  2.403  -1.926  1.413

Total charge   +1
Highest occupied orbital energy   -10.98 eV
Lowest unoccupied orbital energy   -2.3 eV
Kohn-Sham gap   8.7 eV



2.
The following is a DFT calculation (ωB97M-V with the def2-TZVPD basis set) of a molecular structure, C18H14F2IrN4OS2.

Element x y z (Å)
Ir  -0.066  -0.959  -0.600
N  0.150  3.012  1.154
C  -0.200  2.898  2.507
C  -0.858  3.928  3.166
C  -1.165  3.804  4.513
C  -0.847  2.640  5.200
C  -0.210  1.601  4.536
C  0.140  1.737  3.201
S  1.089  0.543  2.335
N  0.364  0.687  0.800
C  0.169  1.920  0.307
C  -0.038  2.087  -1.083
C  -0.256  3.333  -1.728
C  -0.358  3.392  -3.088
C  -0.259  2.208  -3.848
C  -0.097  1.022  -3.171
N  0.001  0.935  -1.844
H  -0.072  3.895  0.730
H  -1.123  4.829  2.624
H  -1.669  4.615  5.021
H  -1.102  2.536  6.246
H  0.034  0.682  5.055
H  -0.329  4.249  -1.157
H  -0.514  4.345  -3.577
H  -0.325  2.215  -4.925
H  -0.050  0.078  -3.701
O  1.444  -2.448  -0.422
N  1.370  -3.552  -1.168
C  2.240  -4.537  -0.850
C  2.244  -5.715  -1.540
C  1.329  -5.882  -2.584
C  0.462  -4.867  -2.891
C  0.470  -3.660  -2.172
S  -0.574  -2.346  -2.527
H  2.891  -4.292  -0.026
H  2.947  -6.487  -1.267
H  1.307  -6.804  -3.149
H  -0.256  -4.958  -3.693
F  -2.621  -2.497  0.146
C  -1.835  -1.513  0.682
F  -1.346  -2.007  1.867
H  -2.483  -0.664  0.920

<S²>   8.78
Total charge   0
Spin multiplicity   6
Highest occupied orbital energy (spin up / spin down)   -5.54 / -7.48 eV
Lowest unoccupied orbital energy (spin up / spin down)   0.1 / -1.6 eV
Kohn-Sham gap (spin up / spin down)   5.7 / 5.9 eV



3.
The following is a DFT calculation (ωB97M-V with the def2-TZVPD basis set) of a molecular structure, C18H14F6N6O8RhS2.

Element x y z (Å)
Rh  0.173  -0.463  -0.191
F  1.230  3.755  -2.427
C  0.215  2.905  -2.331
F  -0.716  3.234  -3.198
F  0.674  1.678  -2.618
S  -0.450  2.956  -0.568
O  0.024  1.684  0.026
O  0.165  4.088  0.029
N  -2.001  3.101  -0.697
S  -2.839  1.789  -1.023
O  -2.180  0.952  -2.022
O  -3.360  1.140  0.148
C  -4.289  2.509  -1.897
F  -5.098  1.496  -2.197
F  -4.917  3.366  -1.109
F  -3.906  3.113  -3.010
N  -2.160  -1.183  1.946
C  -1.004  -0.699  2.497
C  -1.008  -0.509  3.891
C  0.090  -0.006  4.527
C  1.217  0.325  3.770
C  1.174  0.123  2.425
N  0.092  -0.401  1.784
C  -2.506  -1.531  0.652
C  -3.740  -2.141  0.427
C  -4.079  -2.501  -0.853
C  -3.180  -2.267  -1.894
C  -1.994  -1.658  -1.596
N  -1.674  -1.279  -0.343
H  -2.894  -1.339  2.619
H  -1.903  -0.764  4.442
H  0.080  0.137  5.599
H  2.107  0.740  4.218
H  2.009  0.377  1.801
H  -4.408  -2.319  1.259
H  -5.035  -2.967  -1.048
H  -3.399  -2.546  -2.913
H  -1.268  -1.436  -2.366
C  3.295  2.106  -0.237
C  3.287  0.625  -0.361
N  2.260  -0.223  -0.344
C  2.783  -1.496  -0.460
C  4.132  -1.427  -0.553
N  4.420  -0.093  -0.486
C  5.255  -2.403  -0.680
O  4.928  -3.675  -0.766
O  6.377  -1.975  -0.711
C  1.884  -2.658  -0.434
O  2.293  -3.796  -0.516
O  0.604  -2.357  -0.314
H  2.459  2.458  0.361
H  3.231  2.574  -1.220
H  4.225  2.430  0.227
H  5.370  0.257  -0.535
H  3.953  -3.806  -0.729

Total charge   +1
Highest occupied orbital energy   -12.36 eV
Lowest unoccupied orbital energy   -5.2 eV
Kohn-Sham gap   7.2 eV



4.
The following is a DFT calculation (ωB97M-V with the def2-TZVPD basis set) of a molecular structure, C18H14FeO8S2 at a distorted geometry.

Element x y z (Å)
C  2.984  -0.171  -0.511
O  1.879  0.690  -0.032
C  1.230  0.420  1.129
S  0.060  1.773  1.526
O  0.175  1.988  2.950
O  0.207  2.849  0.572
C  -1.454  0.879  1.193
C  -1.337  -0.499  1.084
C  -2.449  -1.299  0.848
C  -3.704  -0.695  0.734
C  -3.824  0.701  0.843
C  -2.698  1.491  1.078
S  0.320  -1.150  1.222
O  0.573  -1.989  0.069
O  0.518  -1.627  2.579
H  3.035  0.039  -1.582
H  3.907  0.128  -0.002
H  2.761  -1.229  -0.346
H  -2.314  -2.374  0.745
H  -4.575  -1.316  0.553
H  -4.799  1.168  0.736
H  -2.765  2.573  1.167
O  9.669  -1.362  5.243
C  8.628  -0.943  4.925
Fe  6.896  -0.899  4.884
C  6.635  -2.613  5.162
O  6.359  -3.632  5.653
C  6.514  -0.520  6.563
O  6.568  -0.526  7.725
C  3.115  0.240  2.654
C  3.664  1.316  3.326
C  4.922  1.394  3.936
C  6.104  0.683  3.614
C  6.145  -0.600  2.960
C  5.000  -1.422  2.769
C  3.680  -1.024  2.566
H  2.040  0.373  2.160
H  3.022  2.205  3.384
H  5.055  2.239  4.624
H  7.055  1.250  3.641
H  7.067  -0.833  2.391
H  5.210  -2.491  2.634
H  3.004  -1.833  2.275

<S²>   6.05
Total charge   0
Spin multiplicity   5
Highest occupied orbital energy (spin up / spin down)   -6.95 / -8.80 eV
Lowest unoccupied orbital energy (spin up / spin down)   -0.2 / -1.8 eV
Kohn-Sham gap (spin up / spin down)   6.7 / 7.0 eV



5.
The following is a DFT calculation (ωB97M-V with the def2-TZVPD basis set) of C18H14O7 in the gas phase at a distorted geometry.

Element x y z (Å)
C  -0.750  -2.608  3.542
O  -1.211  -1.249  3.452
C  -0.849  -0.664  2.294
C  -1.691  -0.817  1.260
O  -2.828  -1.529  1.574
C  -1.296  -0.317  0.014
C  0.014  0.201  -0.121
C  0.910  0.250  0.956
O  2.064  0.869  0.905
C  3.218  -0.082  0.746
C  0.406  -0.083  2.191
O  1.276  0.139  3.246
C  0.874  1.256  4.039
C  0.438  0.751  -1.456
C  1.589  1.470  -1.828
C  1.875  1.947  -3.202
O  2.850  2.580  -3.440
O  0.894  1.719  -4.186
C  -0.207  0.946  -3.886
C  -1.134  0.765  -4.881
C  -2.292  -0.020  -4.616
C  -2.626  -0.334  -3.287
C  -1.717  -0.056  -2.313
C  -0.509  0.509  -2.591
O  -2.184  -0.371  -1.023
H  -1.483  -3.330  3.535
H  -0.205  -2.730  2.593
H  -0.156  -2.684  4.365
H  -2.966  -1.553  2.533
H  4.126  0.355  1.140
H  2.932  -0.928  1.387
H  3.221  -0.591  -0.274
H  -0.158  1.064  4.353
H  1.489  1.198  4.914
H  1.078  2.250  3.610
H  2.504  1.634  -1.175
H  -0.853  1.019  -5.898
H  -3.008  -0.341  -5.325
H  -3.633  -0.636  -3.147

Total charge   0
SMILES string   COc1c(O)c2c(c(OC)c1OC)-c1cc(=O)oc3cccc(c13)O2
Highest occupied orbital energy   -8.23 eV
Lowest unoccupied orbital energy   -0.2 eV
Kohn-Sham gap   8.0 eV



6.
The following is a DFT calculation (ωB97M-V with the def2-TZVPD basis set) of C18H15BrO4S in the gas phase at a distorted geometry.

Element x y z (Å)
C  3.677  0.473  1.609
C  2.997  0.802  2.907
C  3.494  0.035  4.143
C  1.529  0.655  2.683
C  0.745  1.816  2.460
C  -0.630  1.733  2.078
C  -1.270  0.514  1.762
S  -2.856  0.392  0.855
O  -3.508  -0.794  1.281
O  -3.762  1.568  1.008
C  -2.283  0.201  -0.792
C  -2.662  -0.804  -1.601
C  -2.073  -1.012  -2.947
C  -2.648  -1.921  -3.826
C  -2.141  -1.800  -5.173
Br  -2.971  -2.911  -6.542
C  -0.973  -1.181  -5.457
C  -0.393  -0.406  -4.425
C  -0.991  -0.258  -3.207
O  -0.538  0.776  -2.410
C  -1.313  1.142  -1.314
O  -1.062  2.145  -0.730
C  -0.467  -0.666  2.015
C  0.910  -0.615  2.433
H  3.425  -0.543  1.206
H  4.756  0.717  1.637
H  3.363  1.234  0.854
H  3.087  1.898  3.117
H  2.810  -0.125  4.973
H  4.488  0.473  4.489
H  3.726  -0.906  3.700
H  1.222  2.821  2.803
H  -1.148  2.620  1.735
H  -3.464  -1.593  -1.343
H  -3.480  -2.467  -3.497
H  -0.570  -1.061  -6.445
H  0.513  0.244  -4.493
H  -0.932  -1.629  1.951
H  1.394  -1.568  2.505

Total charge   0
SMILES string   CC(C)c1ccc(S(=O)(=O)c2cc3cc(Br)ccc3oc2=O)cc1
Highest occupied orbital energy   -9.50 eV
Lowest unoccupied orbital energy   -1.0 eV
Kohn-Sham gap   8.5 eV